{
  "formula": "C30H51N7O6P2",
  "method": "the ωB97M-V functional and the def2-TZVPD basis",
  "largest_force_ev_per_a": 3.86,
  "de_lowest_kj_mol": 124.84,
  "e_homo_ev": -8.9,
  "smiles": "[H]/N=C\\Cc1c(PP(=O)(O)O)cc2ncc(-c3ccncc3)nc2c1CC=C.COC[C@@H](C)N.COC[C@@H](C)N.COC[C@@H](C)N",
  "multiplicity": 1,
  "species": ["H", "N", "C", "C", "C", "C", "P", "P", "O", "O", "O", "C", "C", "N", "C", "C", "C", "C", "C", "N", "C", "C", "N", "C", "C", "C", "C", "C", "H", "H", "H", "H", "H", "H", "H", "H", "H", "H", "H", "H", "H", "H", "H", "H", "H", "C", "O", "C", "C", "C", "N", "H", "H", "H", "H", "H", "H", "H", "H", "H", "H", "H", "C", "O", "C", "C", "C", "N", "H", "H", "H", "H", "H", "H", "H", "H", "H", "H", "H", "C", "O", "C", "C", "C", "N", "H", "H", "H", "H", "H", "H", "H", "H", "H", "H", "H"],
  "positions_angstrom": [[1.0496, 1.4209, -3.3123], [0.2933, 2.1211, -3.2717], [0.0050, 2.2934, -2.0381], [0.6547, 1.5473, -0.8182], [0.8725, 0.0213, -1.0282], [-0.2133, -0.9057, -1.5404], [-1.9230, -0.2933, -1.9537], [-3.2847, -0.7274, -0.2951], [-3.3271, 0.4633, 0.6000], [-4.8092, -1.0073, -0.9278], [-2.7008, -2.1054, 0.4817], [0.0344, -2.3391, -1.7026], [1.3570, -2.9727, -1.3620], [1.4552, -4.3498, -1.5205], [2.6952, -4.7523, -1.1511], [3.7926, -3.8820, -0.6400], [5.1495, -4.5169, -0.3075], [5.3442, -5.5871, 0.6917], [6.6221, -6.2050, 1.0291], [7.7653, -5.8396, 0.3808], [7.6190, -4.8543, -0.5444], [6.4321, -4.1166, -0.9615], [3.6652, -2.5408, -0.4842], [2.4092, -2.0812, -0.8549], [2.1496, -0.6015, -0.7026], [3.3238, 0.2850, -0.1262], [4.0301, 1.0696, -1.2906], [4.6915, 2.2374, -1.0692], [-0.7899, 3.0585, -1.8012], [1.6038, 2.1093, -0.5720], [-0.0070, 1.6907, 0.0898], [-2.3902, -1.1487, -3.0127], [-5.2528, -1.6714, -0.3616], [-1.7319, -1.9427, 0.5179], [-0.7870, -3.0092, -2.0738], [2.9161, -5.8512, -1.2400], [4.4388, -5.9308, 1.2612], [6.6660, -6.9937, 1.8119], [8.5676, -4.5578, -1.0759], [6.4448, -3.3138, -1.7419], [4.0741, -0.3180, 0.4455], [2.8531, 0.9852, 0.6256], [3.9420, 0.6407, -2.3168], [4.9010, 2.6002, -0.0332], [5.0448, 2.8715, -1.9164], [12.5123, -8.3759, -2.1092], [11.7247, -7.3442, -1.5417], [11.0109, -6.5584, -2.4844], [9.7090, -7.2013, -3.0011], [9.9378, -8.3178, -4.0166], [8.8895, -7.7198, -1.9005], [12.9407, -8.0842, -3.0723], [11.9221, -9.2880, -2.2161], [13.3294, -8.5947, -1.4187], [10.7432, -5.6386, -1.9542], [11.6672, -6.2594, -3.3119], [9.1392, -6.4155, -3.5094], [10.2538, -9.2514, -3.5499], [9.0123, -8.5315, -4.5561], [10.6926, -8.0312, -4.7539], [8.6456, -6.9486, -1.2809], [9.4911, -8.3089, -1.3266], [-4.9193, 2.9172, 1.4485], [-5.6889, 3.9416, 2.0622], [-6.4319, 4.7426, 1.1585], [-7.7505, 4.1035, 0.6757], [-7.5544, 3.0038, -0.3643], [-8.5297, 3.5640, 1.7976], [-4.5238, 3.2265, 0.4773], [-5.5132, 2.0087, 1.3452], [-4.0800, 2.6839, 2.1050], [-6.6835, 5.6539, 1.7121], [-5.8038, 5.0569, 0.3148], [-8.3399, 4.8951, 0.1995], [-7.2196, 2.0642, 0.0763], [-8.4977, 2.7956, -0.8747], [-6.8266, 3.3044, -1.1225], [-8.7520, 4.3251, 2.4371], [-7.9052, 2.9689, 2.3400], [-10.2609, 9.9319, 4.5969], [-10.9458, 8.9262, 3.8708], [-10.1660, 8.2795, 2.8756], [-9.2247, 7.1837, 3.4109], [-7.9840, 7.7293, 4.1123], [-9.9250, 6.2715, 4.3232], [-9.5421, 10.4717, 3.9741], [-9.7614, 9.4986, 5.4655], [-11.0015, 10.6436, 4.9674], [-10.8867, 7.8031, 2.2035], [-9.6214, 9.0173, 2.2728], [-8.8770, 6.6037, 2.5486], [-8.1951, 8.0885, 5.1201], [-7.2295, 6.9448, 4.2077], [-7.5388, 8.5494, 3.5428], [-10.6879, 5.8265, 3.8171], [-10.3998, 6.8443, 5.0194]],
  "mulliken_charge": [0.321, -0.637, -0.233, -0.511, 0.301, 0.539, -0.178, 0.872, -0.526, -0.493, -0.526, -0.526, 0.334, -0.613, -0.346, 0.195, 0.398, -0.243, -0.461, -0.592, -0.034, -0.458, -0.333, 0.157, 0.175, -1.495, 0.021, -0.772, 0.389, 0.327, 0.334, 0.081, 0.310, 0.358, 0.351, 0.430, 0.320, 0.335, 0.319, 0.369, 0.430, 0.492, 0.278, 0.241, 0.249, -0.637, -0.407, -0.552, 0.447, -1.515, -0.661, 0.299, 0.220, 0.259, 0.207, 0.441, 0.419, 0.281, 0.379, 0.347, 0.191, 0.327, -0.663, -0.440, -0.479, 0.399, -1.503, -0.718, 0.310, 0.209, 0.338, 0.187, 0.426, 0.399, 0.271, 0.377, 0.350, 0.274, 0.348, -0.641, -0.402, -0.879, 1.190, -1.631, -0.694, 0.295, 0.221, 0.266, 0.371, 0.418, -0.314, 0.392, 0.364, 0.361, 0.287, 0.320]
}